Formula: C37H31MnN2O4
Source: the OMol25 dataset
Level of theory: ωB97M-V/def2-TZVPD

Calculated values
Gap between HOMO and LUMO (spin up / spin down), eV: 5.88 / 6.91
E_HOMO (spin up / spin down), eV: -10.6 / -10.6
Max |F|, hartree/bohr: 0.0213
Multiplicity: 4
Net charge: +1
Relative energy (zero: lowest compared OMol25 entry of this formula, charge and spin), eV: 0.1646

CARTESIAN COORDINATES (ANGSTROEM)
1 Mn 0.120 0.263 -0.551
2 C -1.404 0.327 -4.498
3 O -0.277 -0.255 -5.137
4 C 0.950 -0.311 -4.562
5 C 1.991 -0.628 -5.426
6 C 3.304 -0.706 -4.988
7 C 3.597 -0.472 -3.664
8 C 2.576 -0.179 -2.754
9 C 2.926 -0.044 -1.369
10 N 2.096 0.155 -0.401
11 N 2.580 0.150 0.882
12 C 1.593 0.195 1.733
13 O 0.349 0.335 1.346
14 C 1.868 0.062 3.171
15 C 0.797 -0.065 4.055
16 C 1.029 -0.232 5.409
17 C 2.332 -0.263 5.889
18 C 3.400 -0.132 5.012
19 C 3.174 0.027 3.656
20 C 1.227 -0.101 -3.193
21 O 0.240 0.158 -2.346
22 H -2.183 0.343 -5.256
23 H -1.198 1.350 -4.174
24 H -1.746 -0.258 -3.646
25 H 1.733 -0.806 -6.462
26 H 4.090 -0.953 -5.687
27 H 4.621 -0.521 -3.315
28 H 3.975 -0.162 -1.107
29 H -0.212 -0.034 3.667
30 H 0.198 -0.332 6.095
31 H 2.512 -0.392 6.948
32 H 4.414 -0.148 5.391
33 H 3.994 0.121 2.957
34 C -1.895 -3.351 -0.128
35 C -0.567 -2.722 0.157
36 O -0.325 -1.609 -0.321
37 C 0.407 -3.406 1.004
38 C 0.021 -4.448 1.855
39 C 0.944 -5.022 2.708
40 C 2.260 -4.577 2.714
41 C 2.660 -3.568 1.848
42 C 1.741 -2.987 0.997
43 H -2.431 -2.746 -0.855
44 H -2.486 -3.408 0.788
45 H -1.760 -4.365 -0.505
46 H -1.004 -4.793 1.864
47 H 0.638 -5.816 3.375
48 H 2.976 -5.024 3.392
49 H 3.689 -3.233 1.837
50 H 2.053 -2.223 0.302
51 C -0.904 6.516 -0.532
52 C 0.150 5.839 -1.131
53 C 0.150 4.457 -1.156
54 C -0.912 3.745 -0.596
55 C -1.976 4.428 -0.009
56 C -1.964 5.812 0.021
57 C -0.875 2.285 -0.604
58 C -1.641 1.246 -0.481
59 C -2.991 0.780 -0.312
60 C -4.002 1.065 -1.233
61 C -5.280 0.582 -1.015
62 C -5.562 -0.188 0.105
63 C -4.560 -0.480 1.024
64 C -3.279 -0.008 0.812
65 H -0.894 7.597 -0.492
66 H 0.971 6.389 -1.571
67 H 0.972 3.920 -1.617
68 H -2.798 3.870 0.423
69 H -2.780 6.348 0.486
70 H 0.258 1.960 -0.682
71 H -3.779 1.670 -2.103
72 H -6.067 0.813 -1.721
73 H -6.565 -0.561 0.263
74 H -4.782 -1.070 1.903
75 H -2.476 -0.213 1.512

Atomic forces in eV per Å
Mn 0.12 -0.87 0.56
C -0.12 0.14 0.05
O 0.00 -0.20 -0.03
C -0.03 0.13 0.23
C -0.11 0.08 0.14
C 0.08 -0.05 -0.08
C 0.12 0.00 0.05
C -0.51 -0.01 -0.32
C 0.08 0.03 0.21
N 0.08 0.22 -0.66
N 0.24 -0.04 0.74
C 0.50 0.13 -0.51
O -0.28 0.05 -0.29
C -0.21 -0.03 0.25
C 0.02 0.01 -0.12
C 0.05 0.00 0.07
C -0.08 -0.03 -0.01
C 0.06 0.02 0.02
C 0.00 -0.02 -0.12
C 0.75 -0.13 -0.19
O -0.45 0.08 0.07
H 0.04 0.01 -0.04
H 0.03 -0.03 -0.01
H 0.04 -0.03 -0.02
H 0.01 0.02 -0.01
H 0.00 0.02 0.01
H -0.02 -0.02 0.03
H -0.01 0.01 0.10
H 0.00 0.01 0.02
H 0.00 0.00 -0.01
H 0.02 0.02 0.00
H 0.00 -0.01 -0.02
H 0.02 0.02 0.05
C 0.02 0.12 -0.10
C -0.34 -0.11 0.14
O -0.22 -0.38 -0.27
C 0.28 -0.02 0.10
C -0.12 0.06 -0.11
C 0.01 -0.06 0.10
C -0.06 0.02 -0.04
C 0.08 0.01 0.02
C -0.07 0.01 -0.09
H -0.01 -0.02 0.01
H 0.02 -0.01 0.02
H -0.02 -0.02 0.03
H 0.02 -0.01 0.03
H 0.00 0.01 0.00
H 0.00 -0.01 -0.01
H -0.01 0.00 0.00
H -0.01 0.01 0.05
C 0.05 0.01 -0.03
C -0.04 0.06 0.02
C -0.06 -0.14 0.04
C 0.09 0.37 0.03
C -0.01 -0.14 -0.07
C -0.05 0.04 0.02
C 0.44 -0.90 -0.02
C -0.21 0.81 0.07
C -0.09 -0.43 0.18
C 0.15 0.06 -0.05
C -0.09 0.03 -0.03
C 0.02 -0.02 0.03
C -0.02 0.01 -0.02
C 0.13 0.10 -0.04
H -0.03 -0.01 -0.01
H 0.00 -0.01 0.01
H 0.02 0.01 0.02
H 0.00 0.03 0.04
H -0.01 -0.03 0.00
H -0.22 1.05 -0.20
H 0.00 -0.02 0.00
H 0.02 0.00 -0.01
H 0.00 0.01 0.00
H -0.01 0.00 -0.01
H -0.05 -0.04 0.04

Atom charges from the natural (NBO) analysis, given in e for atoms 1 to 2:
1. Mn 1.30
2. C -0.24